Entry 1:
C27H45BrCaN2O2P2 | the ωB97M-V functional and the def2-TZVPD basis

Output
HOMO level: -13.054 eV
largest force on an atom: 3.492 eV/Å
DFT total energy: -5249.639687 Ha
HOMO-LUMO gap: 0.2580 hartree

The geometry in ORCA input format:
```
! wB97M-V def2-TZVPD RIJCOSX def2/J DEFGRID3
* xyz 2 1
N 1.4076 -0.8331 6.1375
C 2.1134 -1.6399 5.3267
C 3.0911 -1.1547 4.4435
C 3.2954 0.2432 4.3775
C 2.5447 1.0694 5.2273
C 1.6322 0.4906 6.1098
C 4.0830 0.8666 3.3405
Ca 0.9586 0.0370 -0.9905
P -1.4170 0.0302 -3.0440
C 3.6474 2.0313 2.7564
C 3.4015 2.0758 1.3220
C 2.6245 3.0980 0.7280
C 2.2979 3.0098 -0.6296
C 2.7265 1.9074 -1.3395
C 3.5084 0.9003 -0.8181
C 3.7900 0.9624 0.5521
Br 1.8932 1.5418 -3.2358
H 4.9154 0.2745 2.9722
H 3.3712 2.8958 3.3410
H 3.6088 -1.8400 3.7775
H 2.6425 2.1528 5.1621
H 1.8883 -2.7106 5.3892
H 1.0731 1.1326 6.8026
H 2.3195 3.9335 1.3577
H 4.3478 0.1551 1.0203
H 1.6897 3.7744 -1.1098
H 3.8752 0.0710 -1.4161
P -1.4592 0.3243 1.3899
C -0.0605 -0.9776 -3.8549
C 0.2752 -0.6703 -5.3303
H -0.3055 -2.0435 -3.7064
H 0.8921 -0.8152 -3.2971
H 1.0769 -1.3543 -5.6463
H -0.5638 -0.8090 -6.0232
H 0.6718 0.3500 -5.4378
C -1.4492 1.7803 -3.6552
C -1.9915 2.1107 -5.0314
H -0.4223 2.1732 -3.5674
H -2.0228 2.3304 -2.8904
H -1.8194 3.1791 -5.2143
H -1.4734 1.5552 -5.8182
H -3.0700 1.9500 -5.1135
C -2.9390 -0.7222 -3.7078
C -2.8495 -1.2502 -5.1404
H -3.7787 -0.0140 -3.6249
H -3.1793 -1.5598 -3.0333
H -3.7891 -1.7406 -5.4246
H -2.6859 -0.4457 -5.8704
H -2.0566 -1.9980 -5.2428
C -2.9872 -0.7160 1.5434
C -3.5630 -1.2173 0.2222
H -3.7408 -0.1322 2.0991
H -2.7075 -1.5816 2.1630
H -4.4368 -1.8526 0.4242
H -3.8803 -0.3976 -0.4346
H -2.8205 -1.8215 -0.3162
C -2.2563 1.8762 0.7619
C -1.3810 3.1177 0.8846
H -3.2028 1.9951 1.3122
H -2.5049 1.6759 -0.2917
H -1.9624 4.0008 0.5958
H -1.0264 3.2679 1.9112
H -0.5045 3.0824 0.2250
C -1.2666 0.8021 3.1691
C -1.3386 -0.3499 4.1690
H -2.0170 1.5735 3.4075
H -0.2737 1.2765 3.2255
H -1.1776 0.0349 5.1832
H -2.3091 -0.8594 4.1473
H -0.5499 -1.0914 3.9900
N 1.5285 -4.6245 0.1064
C 0.1336 -4.0715 0.0673
C 0.3110 -2.6548 -0.3991
O -0.6740 -1.9248 -0.7357
O 1.5155 -2.2225 -0.4619
H 1.7143 -5.1193 -0.7732
H 1.6630 -5.3031 0.8619
H 2.1692 -3.8011 0.1836
H -0.4774 -4.6512 -0.6261
H -0.3070 -4.1386 1.0656
*
```


Entry 2:
C27H45I2N3O18P | the ωB97M-V functional and the def2-TZVPD basis

Output
HOMO level: -11.845 eV
largest force on an atom: 6.301 eV/Å
DFT total energy: -3510.981524 Ha
HOMO-LUMO gap: 0.2487 hartree

The geometry in ORCA input format:
```
! wB97M-V def2-TZVPD RIJCOSX def2/J DEFGRID3
* xyz 1 1
N 3.7535 4.2301 5.9710
C 3.7671 2.9720 5.5035
N 4.9728 2.2089 5.2001
I 6.2964 3.2139 3.9601
C 4.6098 1.0058 4.3482
C 3.0727 1.2655 3.9741
C 2.2065 -0.0107 3.5998
P 1.5232 -0.9799 5.0573
O 1.9622 -2.4288 4.8422
O -0.1615 -0.9677 4.9978
O 2.1619 -0.5129 6.5524
N 2.7243 2.0897 5.1467
C 1.3173 2.5361 5.3116
C 0.9447 3.9137 4.6212
C 1.1920 3.9651 3.0540
I -0.4145 2.8459 2.0966
H 3.6620 4.5135 6.9442
H 3.7815 4.9858 5.2774
H 5.2795 0.7420 3.4931
H 4.5443 0.1799 5.1172
H 3.1929 1.7746 2.9624
H 2.8948 -0.6987 3.0154
H 1.4158 0.3267 2.8619
H -0.5384 -0.0824 5.1612
H 1.4606 -0.0263 7.0352
H 1.1527 2.6834 6.4279
H 0.5967 1.7519 4.9401
H 1.4045 4.8165 5.1364
H -0.1765 4.0466 4.7685
H 2.2241 3.6667 2.7257
H 1.0484 5.0434 2.7418
C -4.9848 2.1815 -1.4708
C -4.4045 3.5634 -1.2727
C -2.9090 3.5788 -1.1480
O -2.6809 4.7556 -0.3758
C -3.7929 4.9314 0.3933
O -3.8633 5.6919 1.3087
O -4.8061 4.1210 -0.0178
H -4.7605 1.5349 -0.6179
H -6.0716 2.2339 -1.5471
H -4.5938 1.7173 -2.3785
H -4.7483 4.2339 -2.0670
H -2.4101 3.6444 -2.1148
H -2.5103 2.7212 -0.5963
C 5.3119 -4.7623 -0.2923
C 5.2173 -3.4961 0.5289
C 4.0912 -3.5077 1.5214
O 3.8128 -2.1143 1.6705
C 4.1606 -1.5223 0.4959
O 3.8679 -0.4027 0.1965
O 4.8762 -2.3685 -0.2870
H 4.4060 -4.9151 -0.8835
H 6.1404 -4.6959 -1.0001
H 5.4688 -5.6330 0.3471
H 6.1780 -3.2853 1.0107
H 4.3756 -3.9545 2.4736
H 3.1896 -4.0020 1.1496
C 4.2751 -0.0225 -5.3597
C 3.7392 -1.1748 -4.5400
C 4.7994 -1.9155 -3.7784
O 4.2240 -3.2133 -3.6458
C 3.4024 -3.3811 -4.7198
O 2.9206 -4.4220 -5.0433
O 3.2078 -2.2049 -5.3756
H 4.9818 -0.3738 -6.1152
H 3.4633 0.4731 -5.8958
H 4.7727 0.7126 -4.7240
H 2.9374 -0.8279 -3.8796
H 4.9959 -1.4741 -2.8012
H 5.7419 -2.0094 -4.3265
C -0.3166 -5.7520 -5.5501
C -1.3286 -4.8675 -6.2423
C -0.9136 -4.4443 -7.6216
O -1.6168 -3.2135 -7.7814
C -1.7698 -2.6907 -6.5329
O -2.1250 -1.5752 -6.3087
O -1.4590 -3.6088 -5.5772
H 0.6344 -5.2305 -5.4189
H -0.6671 -6.0211 -4.5513
H -0.1420 -6.6690 -6.1164
H -2.3120 -5.3498 -6.2483
H -1.2065 -5.1640 -8.3862
H 0.1586 -4.2444 -7.7090
C -10.3673 1.4445 1.7805
C -9.3051 1.0537 0.7775
C -8.3497 2.1655 0.4495
O -7.9183 1.8131 -0.8639
C -8.9453 1.1153 -1.4322
O -9.0151 0.8487 -2.5893
O -9.8765 0.7719 -0.5011
H -10.9893 2.2563 1.3965
H -11.0349 0.6028 1.9750
H -9.9184 1.7585 2.7249
H -8.7768 0.1560 1.1165
H -7.5060 2.2090 1.1389
H -8.8263 3.1492 0.4047
*
```


Entry 3:
C27H45InNO2P2 | the ωB97M-V functional and the def2-TZVPD basis

Output
HOMO level (spin up / spin down): -10.044 / -10.044 eV
largest force on an atom: 1.490 eV/Å
DFT total energy: -2133.572763 Ha
HOMO-LUMO gap (spin up / spin down): 0.1678 / 0.1714 hartree

The geometry in ORCA input format:
```
! wB97M-V def2-TZVPD RIJCOSX def2/J DEFGRID3
* xyz 1 1
In 3.9993 1.0671 -1.1280
C -1.5678 -0.8125 1.5736
C -1.2059 -1.8653 0.6922
C 0.6317 -1.3258 1.9476
C -0.4242 -0.4695 2.3302
C 0.1561 -2.1741 0.9280
C -2.9261 -0.2528 1.7490
H -3.4675 -0.2217 0.7997
H -2.8777 0.7676 2.1450
H -3.5242 -0.8514 2.4520
C -0.3657 0.5666 3.3903
H -1.1375 1.3241 3.2252
H 0.6160 1.0539 3.4045
H -0.5439 0.1395 4.3872
C 1.9551 -1.4098 2.5987
H 1.8652 -1.9068 3.5782
H 2.3953 -0.4174 2.7721
H 2.6409 -2.0136 2.0021
C 0.9118 -3.2793 0.2869
H 0.8582 -4.2084 0.8745
H 1.9682 -3.0100 0.1877
H 0.5179 -3.4925 -0.7095
C -2.0826 -2.5810 -0.2536
H -2.1277 -3.6572 -0.0280
H -1.7111 -2.4808 -1.2830
H -3.1046 -2.1847 -0.2238
C -0.9507 1.7786 -1.6731
C -2.0415 1.0293 -1.4849
C -2.7693 0.1905 -2.4849
C -1.9385 -0.3872 -3.6519
C -0.6978 -1.0982 -3.2298
C 0.4986 -0.5351 -3.0490
C 0.8854 0.9119 -3.1656
C -0.2295 1.9494 -2.9625
H -3.6132 0.7432 -2.9400
H -1.6945 0.3916 -4.3945
H -3.2306 -0.6503 -1.9409
H -0.9196 1.9587 -3.8197
H -0.6005 2.4618 -0.8923
H -2.5492 1.0857 -0.5141
H 0.2186 2.9563 -2.9513
H 1.6885 1.1822 -2.4531
H 1.3692 -1.1804 -2.8342
H 1.3098 1.0869 -4.1815
H -2.5626 -1.1198 -4.1975
H -0.7853 -2.1870 -3.1292
P -0.0454 1.6561 -6.0183
C -0.3313 3.4264 -6.3973
C -1.3008 0.9339 -7.1649
P 2.3364 -0.2067 -6.3911
C 1.5190 1.3852 -6.9321
C 1.5469 -1.2745 -7.6946
C 3.8858 0.0473 -7.3638
H 0.5167 4.0141 -6.0297
H -1.2435 3.7663 -5.8903
H -0.4426 3.5757 -7.4783
H -1.2657 1.4343 -8.1422
H -2.3024 1.0836 -6.7416
H -1.1648 -0.1425 -7.3100
H 3.6687 0.2785 -8.4159
H 4.4899 -0.8665 -7.3094
H 4.4450 0.8743 -6.9147
H 2.2054 2.2123 -6.6864
H 1.3222 1.3945 -8.0188
H 2.0749 -2.2334 -7.7329
H 1.6190 -0.8179 -8.6903
H 0.4953 -1.4856 -7.4833
O 3.5285 3.2875 -0.9255
C 3.4026 3.2499 0.3302
C 3.4700 4.4372 1.2522
C 3.4952 3.7719 2.6254
C 3.2305 2.3040 2.3603
O 2.9756 1.4529 3.2050
N 3.2955 2.0775 0.9817
H 4.3852 5.0127 1.0367
H 2.5860 5.0817 1.1046
H 4.4891 3.8851 3.0720
H 2.7433 4.1941 3.2967
*
```


Entry 4:
C27H45N8O12 | the ωB97M-V functional and the def2-TZVPD basis

Output
HOMO level: -5.870 eV
largest force on an atom: 10.287 eV/Å
DFT total energy: -2395.964517 Ha
HOMO-LUMO gap: 0.2292 hartree

The geometry in ORCA input format:
```
! wB97M-V def2-TZVPD RIJCOSX def2/J DEFGRID3
* xyz -1 1
N 0.0043 -1.0537 -0.7079
O -0.5741 -0.2438 -1.4692
O -0.4832 -2.2168 -0.5874
O 1.1141 -0.7173 -0.1903
C 2.8029 -2.7118 5.0801
C 4.2442 -2.6211 5.3207
C 5.0704 -1.5700 4.4504
C 4.3890 -0.7705 3.2931
C 2.8061 -1.0175 3.0780
C 2.1751 -2.0105 3.9678
N 5.0303 0.2813 2.5460
O 4.1790 1.1347 1.9975
O 6.1729 0.5670 2.9147
H 2.2289 -3.3489 5.6075
H 4.8090 -3.0559 6.0526
H 6.0027 -1.4079 4.9278
H 2.5756 -0.6055 2.1252
H 1.0052 -2.0402 3.7262
C -1.7643 3.4631 1.1650
C -0.7435 3.2068 0.0587
C 0.3711 4.1597 -0.0530
C 0.5470 5.2529 1.0815
C -0.5564 5.5252 2.1785
C -1.7149 4.5017 2.1142
N 1.6981 6.2199 1.0553
O 1.5945 7.2020 1.6968
O 2.7309 5.6828 0.5381
H -2.5161 2.9026 1.1642
H -0.9030 2.2919 -0.5712
H 1.1269 3.9811 -0.8150
H -0.5626 6.5078 2.8192
H -2.5357 4.5438 2.7706
C -5.6363 -0.8496 -3.5923
O -6.5514 -1.2676 -4.3357
N -4.4957 -0.4024 -4.1271
C -3.2868 0.0265 -3.2607
C -4.2552 -0.1829 -5.5095
H -5.7538 -0.7829 -2.5664
H -3.3029 1.2581 -2.9797
H -2.4478 0.0967 -3.7236
H -3.2723 -0.5405 -2.2810
H -3.5646 -0.7745 -6.0312
H -4.4247 0.9626 -5.5495
H -4.9744 -0.4635 -6.2913
C 2.4143 2.1819 -2.6715
O 1.9428 2.5811 -3.6998
N 3.1223 2.9297 -1.8114
C 3.5177 2.4409 -0.4784
C 3.5638 4.3390 -2.1959
H 2.0732 1.1353 -2.3414
H 2.8942 1.6045 -0.1626
H 3.4638 3.1856 0.2415
H 4.6556 2.0039 -0.5769
H 4.5292 4.3358 -1.6791
H 2.8654 5.0977 -1.8851
H 3.8488 4.4888 -3.2560
C 1.7663 -2.2219 -3.8878
O 2.2638 -1.0532 -4.1405
N 2.3082 -3.3165 -4.3313
C 1.9089 -4.6237 -3.8462
C 3.3252 -3.2204 -5.4415
H 1.0218 -2.2465 -3.0417
H 0.6445 -4.4899 -3.6693
H 2.5671 -4.8813 -2.9811
H 1.9624 -5.5661 -4.5018
H 3.2329 -4.3540 -5.9743
H 4.2743 -2.8462 -4.8955
H 3.5472 -2.2986 -6.0966
C -5.7689 -1.9421 1.0540
O -5.4505 -0.7880 1.2881
N -4.8564 -2.9860 0.7578
C -5.1569 -4.3750 0.6735
C -3.4284 -2.7803 0.4062
H -6.8339 -2.4687 1.4218
H -5.9513 -4.6317 1.4126
H -4.5312 -5.0868 0.7661
H -5.6815 -4.5494 -0.2090
H -3.1308 -1.7962 0.5627
H -3.1987 -3.0564 -0.5938
H -3.0026 -3.5030 1.0576
C -2.1614 -0.1920 4.3602
O -2.5372 -0.0910 5.4678
N -0.8604 0.1976 3.9562
C -0.4696 0.3821 2.5427
C -0.0227 0.6234 5.0298
H -2.6709 -0.7302 3.5638
H 0.1993 1.2225 2.4879
H -1.1982 0.5620 1.6397
H 0.1598 -0.5883 2.4230
H -0.3850 0.0444 5.9674
H -0.2347 1.6238 5.3731
H 1.1000 0.5908 4.8274
*
```


Entry 5:
C27H46AlBr3ClCsF4N7O6 | the ωB97M-V functional and the def2-TZVPD basis

Output
HOMO level: -9.143 eV
largest force on an atom: 3.951 eV/Å
DFT total energy: -10734.851622 Ha
HOMO-LUMO gap: 0.0567 hartree

The geometry in ORCA input format:
```
! wB97M-V def2-TZVPD RIJCOSX def2/J DEFGRID3
* xyz 1 1
C 1.5127 4.0981 -0.0709
C 2.4783 3.2735 0.8092
C 3.4128 4.3225 1.4628
C 1.7682 2.5281 1.9748
C 1.1365 1.1355 1.6494
C 1.9047 -0.1499 2.0741
O 2.3231 -0.3106 3.1456
N 1.9489 -1.0758 0.9883
C 1.0723 -0.5423 -0.0354
C 0.4658 0.8931 0.2857
C -1.0806 0.6826 0.2135
C -1.9566 1.8122 0.8502
N -2.9963 2.1826 -0.1547
N -1.2112 3.0208 1.2030
N -2.6899 1.2395 1.9835
H 2.1296 4.8542 -0.5588
H 0.7385 4.5600 0.5304
H 1.0799 3.5131 -0.8843
H 3.1453 2.6434 0.2004
H 3.8634 4.9759 0.7181
H 2.7634 4.9792 2.0535
H 4.1479 3.8729 2.1273
H 2.5285 2.3379 2.7360
H 1.0136 3.1910 2.3773
H 0.2863 1.1065 2.3487
H 2.9228 -1.2115 0.7482
H 0.3439 -1.2972 -0.3669
H 1.7513 -0.4173 -0.9062
H 0.7982 1.4657 -0.5866
H -1.4518 0.5683 -0.8865
H -1.2921 -0.2146 0.7635
H -2.5104 2.4293 -1.0154
H -3.4103 3.0536 0.1660
H -1.5542 3.4183 2.0710
H -1.3681 3.7441 0.5130
H -3.6688 1.2046 1.7229
H -2.6513 1.8427 2.7992
Al -0.2193 0.0681 -2.3943
C 6.3880 -2.0088 -1.4713
C 6.9786 -0.9754 -0.5349
O 6.9910 0.3325 -1.1406
C 5.8461 0.9942 -1.1351
O 4.8149 0.5944 -0.6715
C 6.0538 2.3744 -1.7774
F 6.7472 2.2859 -2.9211
F 6.7420 3.1789 -0.9527
F 4.8975 2.9818 -2.0601
H 6.9175 -2.0055 -2.4247
H 6.4558 -3.0033 -1.0319
H 5.3401 -1.7967 -1.6838
H 8.0176 -1.2173 -0.3228
H 6.4507 -0.9437 0.4180
Br -2.6118 -1.1841 -1.0598
C 0.3994 5.1537 -6.8002
C 0.6668 5.9959 -5.7286
C 0.0679 5.7685 -4.5010
C -0.7924 4.6924 -4.3625
C -1.0743 3.8487 -5.4243
C -0.4730 4.0840 -6.6492
N -1.4076 4.4323 -3.0580
O -1.1564 5.1934 -2.1451
O -2.1346 3.4553 -2.9537
H 0.8738 5.3309 -7.7566
H 1.3458 6.8288 -5.8500
H 0.2783 6.4247 -3.6689
H -1.7505 3.0139 -5.3087
H -0.6807 3.4313 -7.4858
C -2.3241 -5.5656 3.2563
C -1.3988 -4.8984 2.2703
O -0.6490 -5.5337 1.5397
N -1.4254 -3.5429 2.2149
C -2.2400 -2.6296 2.9939
H -2.1999 -6.6417 3.1913
H -2.0928 -5.2540 4.2721
H -3.3598 -5.3230 3.0244
H -0.7884 -3.1549 1.5365
H -2.8527 -2.0362 2.3112
H -1.5776 -1.9605 3.5480
H -2.8869 -3.1509 3.6924
F -3.9901 -6.1455 5.4768
C 0.3894 -2.2994 -6.1608
C 0.8249 -1.0493 -6.7855
N 1.1630 -0.0757 -7.2622
H 0.7899 -3.1512 -6.7059
H 0.7426 -2.3386 -5.1320
H -0.6975 -2.3550 -6.1664
Br -6.9142 -5.6225 7.1725
C -7.8692 -7.2073 6.5678
C -7.0469 -7.9864 5.5621
Br -7.0292 -7.0940 3.8118
H -8.8229 -6.8659 6.1787
H -8.0461 -7.8038 7.4678
H -7.4795 -8.9723 5.3944
H -6.0034 -8.0977 5.8366
Cl -8.7393 -6.9844 2.2163
Cs -5.1431 -7.3190 8.4839
*
```


The following molar mass values (in g mol⁻¹) correspond, in order, to the records above: 611.6, 984.4, 592.4, 673.7, 1075.8.